{"formula": "C23H29N3O2", "method": "ωB97M-V/def2-TZVPD", "elements": ["C", "C", "C", "C", "N", "N", "C", "C", "C", "C", "O", "N", "C", "C", "C", "C", "C", "C", "C", "C", "C", "C", "C", "C", "C", "O", "C", "C", "H", "H", "H", "H", "H", "H", "H", "H", "H", "H", "H", "H", "H", "H", "H", "H", "H", "H", "H", "H", "H", "H", "H", "H", "H", "H", "H", "H", "H"], "positions_angstrom": [[-7.210, -1.388, -2.267], [-6.600, -0.029, -1.944], [-5.133, -0.113, -1.527], [-4.942, -0.848, -0.197], [-3.561, -0.836, 0.206], [-2.777, -1.886, -0.033], [-1.576, -1.548, 0.437], [-0.398, -2.307, 0.449], [0.740, -1.754, 0.983], [1.975, -2.590, 0.977], [1.941, -3.806, 0.977], [3.142, -1.896, 0.976], [4.422, -2.542, 0.834], [5.065, -2.229, -0.528], [5.324, -0.756, -0.652], [6.490, -0.196, -0.144], [6.704, 1.167, -0.202], [5.755, 2.015, -0.762], [6.005, 3.491, -0.834], [4.590, 1.457, -1.267], [4.376, 0.091, -1.213], [0.718, -0.448, 1.537], [-0.417, 0.310, 1.550], [-1.595, -0.219, 0.990], [-2.920, 0.187, 0.802], [-3.640, 1.299, 1.074], [-2.993, 2.330, 1.800], [-4.011, 3.431, 2.046], [-8.216, -1.264, -2.662], [-7.272, -2.013, -1.380], [-6.611, -1.906, -3.012], [-7.175, 0.449, -1.148], [-6.669, 0.608, -2.828], [-4.558, -0.628, -2.299], [-4.734, 0.898, -1.420], [-5.227, -1.896, -0.290], [-5.534, -0.363, 0.584], [-0.384, -3.307, 0.048], [3.128, -0.898, 0.832], [4.243, -3.615, 0.933], [5.087, -2.209, 1.640], [6.000, -2.786, -0.605], [4.391, -2.565, -1.318], [7.240, -0.839, 0.297], [7.620, 1.583, 0.194], [6.447, 3.854, 0.091], [6.699, 3.713, -1.645], [5.081, 4.034, -1.021], [3.839, 2.097, -1.708], [3.463, -0.323, -1.621], [1.613, -0.052, 1.995], [-0.401, 1.296, 1.992], [-2.146, 2.715, 1.217], [-2.617, 1.933, 2.752], [-4.848, 3.043, 2.618], [-3.548, 4.244, 2.597], [-4.384, 3.810, 1.098]], "forces_ev_per_a": [[-0.02, 0.24, 0.05], [0.18, -0.14, -0.07], [-0.19, 0.07, 0.15], [-0.40, 0.11, -0.41], [0.52, 0.58, 0.51], [0.14, -0.88, -0.33], [-0.60, 0.96, 0.22], [0.58, -0.09, 0.10], [-0.66, -0.39, -0.25], [0.14, 0.03, 0.07], [-0.11, -0.22, -0.10], [0.15, 0.30, 0.02], [0.14, -0.31, -0.08], [-0.10, 0.01, 0.29], [-0.01, -0.10, -0.14], [-0.02, 0.02, -0.03], [-0.04, 0.01, 0.00], [-0.05, 0.01, 0.01], [0.05, -0.01, -0.05], [0.05, 0.09, 0.05], [0.04, -0.07, -0.04], [-0.10, 0.42, 0.11], [0.34, 0.16, 0.12], [-0.22, -0.32, -0.19], [-0.15, -0.02, -0.01], [-0.06, -0.47, -0.24], [0.17, 0.44, 0.27], [0.20, -0.39, -0.14], [-0.10, -0.09, -0.03], [-0.04, -0.15, 0.06], [0.05, -0.11, -0.09], [-0.04, 0.11, -0.01], [-0.04, 0.07, 0.06], [0.08, 0.01, -0.01], [0.08, -0.02, -0.02], [0.03, 0.10, 0.13], [0.02, -0.11, -0.03], [0.05, -0.14, -0.02], [-0.14, -0.07, 0.02], [0.08, 0.14, 0.05], [-0.01, -0.10, -0.07], [0.01, -0.03, -0.05], [0.03, -0.06, -0.01], [0.09, -0.08, 0.05], [0.10, 0.05, 0.05], [0.01, 0.09, 0.03], [0.03, 0.10, -0.03], [-0.03, 0.08, 0.00], [-0.06, 0.08, -0.04], [-0.08, -0.06, -0.05], [0.04, 0.05, 0.04], [0.05, 0.04, 0.05], [-0.07, -0.10, 0.07], [-0.01, 0.00, -0.14], [-0.08, 0.00, 0.08], [0.03, 0.10, 0.06], [-0.03, 0.08, -0.07]], "e_homo_ev": -7.603, "smiles": "CCCCn1nc2cc(C(=O)NCCc3ccc(C)cc3)ccc2c1OCC", "total_charge": 0, "de_lowest_kj_mol": 180.7}

=====

{"formula": "C44H45BrN4O3S3SeV", "method": "ωB97M-V/def2-TZVPD", "elements": ["V", "O", "C", "C", "C", "C", "C", "C", "C", "O", "N", "N", "C", "C", "Br", "C", "C", "C", "C", "C", "C", "C", "H", "H", "H", "H", "H", "H", "H", "H", "H", "H", "H", "H", "H", "H", "O", "C", "C", "C", "C", "C", "S", "C", "C", "C", "C", "S", "C", "C", "C", "C", "S", "H", "H", "H", "H", "H", "H", "H", "H", "H", "C", "C", "C", "C", "N", "C", "Se", "N", "C", "C", "C", "C", "C", "C", "C", "C", "C", "C", "H", "H", "H", "H", "H", "H", "H", "H", "H", "H", "H", "H", "H", "H", "H", "H", "H", "H", "H", "H", "H", "H"], "positions_angstrom": [[-0.304, 0.599, 0.414], [-4.580, 2.351, -3.154], [-3.642, 3.314, -2.902], [-3.779, 4.520, -3.577], [-2.877, 5.542, -3.337], [-1.849, 5.376, -2.416], [-1.716, 4.166, -1.753], [-2.592, 3.118, -2.007], [-2.424, 1.782, -1.322], [-1.202, 1.653, -0.732], [-3.543, 1.623, -0.339], [-3.227, 0.937, 0.793], [-3.935, 1.132, 1.827], [-3.708, 0.398, 3.086], [-1.911, 0.061, 3.542], [-4.671, 0.023, 3.926], [-6.128, 0.082, 3.694], [-6.965, 0.128, 4.810], [-8.342, 0.171, 4.667], [-8.908, 0.160, 3.399], [-8.088, 0.089, 2.283], [-6.709, 0.043, 2.426], [-4.462, 1.607, -2.551], [-4.600, 4.639, -4.273], [-2.982, 6.477, -3.872], [-1.156, 6.183, -2.221], [-0.931, 4.009, -1.024], [-2.556, 0.985, -2.072], [-4.029, 2.500, -0.167], [-4.759, 1.850, 1.833], [-4.372, -0.369, 4.891], [-6.525, 0.139, 5.800], [-8.973, 0.213, 5.546], [-9.984, 0.189, 3.284], [-8.522, 0.063, 1.292], [-6.089, -0.066, 1.547], [0.000, -0.986, 1.133], [0.081, -2.347, 1.406], [0.517, -2.493, 2.855], [0.235, -3.463, 3.767], [0.892, -3.255, 5.014], [1.650, -2.126, 5.014], [1.566, -1.302, 3.518], [1.106, -2.960, 0.461], [1.077, -2.908, -0.902], [2.199, -3.539, -1.501], [3.050, -4.068, -0.575], [2.495, -3.795, 1.014], [-1.279, -2.987, 1.194], [-2.481, -2.349, 1.191], [-3.575, -3.236, 0.977], [-3.173, -4.526, 0.819], [-1.471, -4.670, 0.913], [-0.419, -4.298, 3.559], [0.789, -3.909, 5.867], [2.236, -1.723, 5.824], [0.275, -2.430, -1.448], [2.359, -3.612, -2.568], [3.968, -4.606, -0.746], [-2.576, -1.281, 1.326], [-4.609, -2.924, 0.949], [-3.781, -5.398, 0.644], [7.138, -0.916, 2.362], [5.708, -1.396, 2.136], [5.075, -0.863, 0.855], [4.912, 0.650, 0.858], [4.317, 1.107, -0.396], [3.032, 1.455, -0.595], [1.777, 1.835, 0.782], [2.858, 1.683, -1.912], [1.557, 1.863, -2.561], [0.822, 0.544, -2.752], [1.442, -0.395, -3.784], [1.202, 0.053, -5.222], [4.063, 1.478, -2.578], [4.417, 1.587, -3.918], [5.733, 1.316, -4.242], [6.670, 0.949, -3.264], [6.315, 0.841, -1.933], [4.992, 1.115, -1.612], [7.585, -1.410, 3.225], [7.190, 0.159, 2.546], [7.767, -1.135, 1.495], [5.082, -1.120, 2.988], [5.697, -2.487, 2.090], [4.083, -1.301, 0.722], [5.682, -1.171, -0.003], [5.860, 1.175, 0.981], [4.243, 0.960, 1.660], [1.748, 2.364, -3.511], [0.971, 2.533, -1.933], [-0.206, 0.788, -3.034], [0.766, 0.046, -1.778], [1.020, -1.393, -3.642], [2.516, -0.495, -3.601], [0.137, 0.026, -5.463], [1.722, -0.587, -5.935], [1.546, 1.076, -5.394], [3.700, 1.872, -4.675], [6.048, 1.387, -5.274], [7.690, 0.745, -3.559], [7.037, 0.563, -1.177]], "forces_ev_per_a": [[0.49, 0.31, 0.21], [0.08, 0.01, -0.04], [-0.11, -0.04, -0.01], [0.03, 0.03, 0.02], [0.03, -0.01, -0.01], [-0.02, 0.00, -0.01], [0.01, -0.01, -0.04], [-0.17, 0.07, -0.02], [0.07, -0.24, 0.32], [-0.96, 0.97, -0.69], [0.04, 0.24, -0.16], [0.16, -0.05, -0.32], [-0.07, -0.15, 0.28], [-0.13, 0.28, -0.27], [0.20, 0.21, 0.26], [-0.26, -0.06, 0.08], [0.28, 0.04, 0.07], [-0.10, 0.06, 0.04], [0.05, 0.01, -0.02], [-0.02, -0.01, 0.00], [0.04, 0.03, 0.01], [-0.12, -0.06, -0.05], [-0.03, 0.01, 0.06], [0.01, -0.01, -0.01], [-0.01, 0.01, 0.02], [0.00, 0.00, 0.01], [0.03, -0.02, -0.05], [0.07, -0.07, 0.02], [0.09, 0.05, 0.10], [-0.02, -0.03, -0.02], [0.00, -0.09, -0.04], [0.00, -0.01, 0.00], [-0.01, 0.00, 0.00], [0.00, 0.01, 0.00], [-0.01, -0.02, 0.00], [0.00, 0.00, 0.00], [-0.10, -1.35, 0.53], [0.13, 0.25, -0.01], [0.01, -0.06, 0.03], [0.06, -0.06, 0.04], [-0.02, 0.02, -0.05], [-0.01, -0.04, 0.03], [0.05, 0.09, -0.04], [0.01, -0.08, 0.02], [0.05, 0.05, -0.03], [0.00, -0.02, 0.05], [0.00, 0.02, -0.09], [0.02, -0.04, 0.12], [-0.06, 0.02, -0.11], [-0.07, -0.04, -0.05], [0.10, 0.00, 0.03], [-0.05, 0.01, 0.02], [0.04, -0.10, -0.02], [-0.01, 0.01, 0.00], [0.00, 0.00, 0.00], [-0.01, 0.00, 0.00], [-0.01, -0.01, 0.01], [0.01, 0.02, -0.01], [0.00, -0.01, -0.01], [0.00, -0.22, -0.13], [-0.01, 0.00, -0.02], [-0.01, 0.00, 0.00], [0.02, 0.00, 0.00], [0.01, 0.01, -0.02], [-0.01, -0.03, 0.02], [-0.07, 0.11, -0.05], [0.17, -0.04, -0.04], [-0.17, 0.36, 0.28], [0.46, -0.03, -0.04], [-0.05, -0.32, -0.30], [0.08, 0.21, 0.08], [0.03, 0.00, -0.14], [0.03, 0.03, 0.00], [0.00, 0.02, -0.01], [-0.11, 0.00, -0.03], [-0.05, 0.02, 0.05], [0.12, -0.05, 0.05], [-0.06, 0.03, -0.11], [-0.02, 0.03, 0.03], [0.01, -0.06, 0.14], [0.00, 0.00, 0.00], [-0.01, 0.00, -0.01], [-0.01, -0.01, 0.00], [-0.04, 0.00, 0.05], [-0.03, 0.00, 0.02], [-0.01, -0.04, -0.01], [-0.03, 0.02, -0.02], [0.01, -0.02, -0.01], [0.00, 0.02, 0.00], [-0.03, 0.02, 0.00], [-0.02, -0.03, 0.00], [0.02, -0.06, 0.01], [0.00, -0.02, 0.00], [0.01, -0.01, -0.03], [-0.01, -0.04, 0.03], [0.00, 0.01, 0.01], [0.00, -0.02, 0.01], [0.00, 0.00, 0.00], [0.00, -0.02, -0.01], [0.01, 0.01, 0.00], [0.00, 0.00, -0.01], [0.00, -0.02, 0.00]], "spin_multiplicity": 2, "e_homo_ev": [-6.103, -5.804], "total_charge": 0}

=====

| no. | electronic energy (eV) | molar mass (g/mol) |
| --- | --- | --- |
| 1 | -32887.481 | 379.50 |
| 2 | -252042.753 | 983.88 |